(1)
The following is a DFT calculation (the ωB97M-V functional and the def2-TZVPD basis) of a structure of composition C4H7NO.

Max |F|, eV/Å: 3.97
Highest occupied orbital energy, Eh: -0.3037
Electronic energy, hartree: -286.44303
Orbital gap, eV: 9.20

Each line ends with the natural charge from an NBO analysis.
Positions of all 13 atoms, in Å:
C1 -0.0846 0.9527 -0.1577  -0.2525
C2 0.8887 0.0161 -0.2013  0.3161
C3 2.4044 -0.0836 -0.0726  -0.6805
C4 -2.2799 -0.3068 0.2598  -0.4594
N1 -1.1145 -0.0123 -0.5466  -0.0912
O1 0.1478 -1.1645 -0.3743  -0.4205
H1 -0.1418 1.9968 -0.2965  0.2180
H2 2.7952 0.9213 0.0017  0.2384
H3 2.4970 -0.4888 1.0198  0.2299
H4 2.6824 -0.8769 -0.7832  0.2472
H5 -2.2226 0.0382 1.3919  0.1892
H6 -3.0487 0.3622 -0.2078  0.2233
H7 -2.5234 -1.3544 -0.0332  0.2420

---

(2)
The following is a DFT calculation (the ωB97M-V functional and the def2-TZVPD basis) of an isolated molecule of C5H14N2.

Max |F|, eV/Å: 4.12
Highest occupied orbital energy, Eh: -0.3133
Electronic energy, hartree: -308.33218
Orbital gap, eV: 9.63

Each line ends with the natural charge from an NBO analysis.
Positions of all 21 atoms, in Å:
C1 -0.5545 2.3963 -1.0733  -0.4107
N1 -0.5772 0.9438 -1.2678  -0.6262
C2 0.3628 0.1960 -0.4062  -0.0597
C3 1.7396 0.6758 -0.7763  -0.6132
C4 0.0042 -1.2685 -0.1936  -0.4119
C5 0.1183 -1.7839 1.3371  -0.2097
N2 -1.0559 -1.4746 2.1119  -0.8883
H1 -0.6189 2.4950 0.0840  0.1498
H2 -1.4912 2.8590 -1.3624  0.2018
H3 0.2244 2.9197 -1.5176  0.1896
H4 -1.5577 0.7396 -1.1139  0.3546
H5 0.1055 0.6668 0.5576  0.1508
H6 1.7819 1.6995 -0.6832  0.2120
H7 2.4934 0.1883 -0.0454  0.2071
H8 1.9867 0.6432 -1.7947  0.2177
H9 0.8052 -1.8327 -0.8143  0.2064
H10 -0.9655 -1.6071 -0.5919  0.2135
H11 0.9213 -1.0661 1.7193  0.1807
H12 0.5825 -2.8395 1.6461  0.1860
H13 -0.8874 -0.8794 2.9003  0.3764
H14 -1.9710 -1.5642 1.7817  0.3734

---

(3)
The following is a DFT calculation (the ωB97M-V functional and the def2-TZVPD basis) of a structure of composition C18H9BrCl5N5O3Ru.

Max |F|, eV/Å: 0.68
Highest occupied orbital energy (spin up / spin down), Eh: -0.3949 / -0.3932
⟨S²⟩: 0.754
Total charge: +1
2S+1: 2
Electronic energy, hartree: -6160.58855
Orbital gap (spin up / spin down), eV: 7.47 / 6.32

Each line ends with the natural charge from an NBO analysis.
Positions of all 42 atoms, in Å:
Ru1 0.2190 -0.3532 -0.0060  1.0627
Br1 -1.1009 -1.3834 3.1974  0.1557
C1 0.7271 -1.5772 2.8426  0.1554
C2 1.5908 -1.9802 3.8505  -0.2488
C3 2.9203 -2.1977 3.5352  -0.1172
C4 3.3461 -2.0395 2.2223  -0.1956
C5 2.4286 -1.6257 1.2845  0.0985
N1 1.1401 -1.3716 1.5957  -0.4635
C6 2.8159 -1.4423 -0.1725  0.7424
O1 3.8779 -1.8321 -0.5744  -0.5427
O2 1.8772 -0.8978 -0.9204  -0.6586
H1 1.2127 -2.1239 4.8514  0.2555
H2 3.6141 -2.5059 4.3055  0.2444
H3 4.3614 -2.2299 1.9060  0.2677
N2 -1.0726 0.1601 -3.8616  -0.4708
C7 -0.8183 1.5038 -3.7286  -0.0396
C8 -0.4075 1.6943 -2.4437  -0.0496
N3 -0.4098 0.4855 -1.8019  -0.3900
C9 -0.8085 -0.4201 -2.6779  0.3131
C10 -0.9300 -1.7652 -2.1763  0.3417
N4 -0.6573 -1.9336 -0.8893  -0.3808
C11 -0.8062 -3.2690 -0.6053  -0.0523
C12 -1.1850 -3.9062 -1.7426  -0.0443
N5 -1.2581 -2.9414 -2.7261  -0.4677
H4 -1.3850 -0.2916 -4.7047  0.4396
H5 -0.9521 2.1933 -4.5425  0.2499
H6 -0.1227 2.6068 -1.9510  0.2490
H7 -0.6543 -3.6627 0.3839  0.2489
H8 -1.4175 -4.9372 -1.9380  0.2516
H9 -1.4922 -3.1121 -3.6900  0.4418
Cl1 -1.1440 6.5252 1.0696  0.0803
C13 -1.1848 4.8116 0.9962  -0.1229
C14 0.0012 4.0873 0.9520  -0.0584
Cl2 1.5267 4.8725 0.9722  0.0801
C15 -0.0623 2.7043 0.8868  -0.1750
Cl3 1.4006 1.7420 0.8199  0.1571
C16 -1.2599 1.9847 0.8709  0.3747
O3 -1.2784 0.6778 0.8425  -0.6897
C17 -2.4443 2.7379 0.9089  -0.1480
Cl4 -3.9296 1.8774 0.8667  0.0653
C18 -2.4056 4.1254 0.9746  -0.0494
Cl5 -3.8726 5.0094 1.0173  0.0895

---

(4)
The following is a DFT calculation (the ωB97M-V functional and the def2-TZVPD basis) of a structure of composition CH4N2O3S.

Max |F|, eV/Å: 4.48
Highest occupied orbital energy, Eh: -0.3875
Electronic energy, hartree: -773.90451
Orbital gap, eV: 10.72

Each line ends with the natural charge from an NBO analysis.
Positions of all 11 atoms, in Å:
C1 1.5552 0.4561 -0.7611  0.8746
N1 -1.1653 -1.3507 0.8654  -1.0685
N2 1.8391 1.5104 -1.1927  -0.7403
O1 1.6425 -0.6301 -0.4451  -0.5445
O2 -1.0921 0.7338 -1.0432  -0.9259
O3 -0.1949 1.2393 1.1439  -0.9098
S1 -1.3183 0.8675 0.3650  1.7246
H1 -1.0638 -1.6204 1.8586  0.3912
H2 -1.2314 -2.2346 0.2987  0.3939
H3 1.2253 2.1039 -1.6039  0.4032
H4 -0.1965 -1.0752 0.5144  0.4015

---

(5)
The following is a DFT calculation (the ωB97M-V functional and the def2-TZVPD basis) of an isolated molecule of C4H10.

Max |F|, eV/Å: 0.73
Highest occupied orbital energy, Eh: -0.4134
Electronic energy, hartree: -158.39773
Orbital gap, eV: 12.57

Each line ends with the natural charge from an NBO analysis.
Positions of all 14 atoms, in Å:
C1 1.9530 -0.1251 -0.0402  -0.6029
C2 0.5826 0.5519 0.0521  -0.3955
C3 -0.5424 -0.4909 0.0488  -0.3919
C4 -1.9338 0.1225 -0.0517  -0.6044
H1 1.9920 -0.8036 -0.9174  0.2011
H2 2.1210 -0.7280 0.8806  0.2017
H3 2.7467 0.6016 -0.1605  0.2085
H4 0.4770 1.1523 0.9670  0.1964
H5 0.4437 1.2239 -0.8174  0.1921
H6 -0.3913 -1.2171 -0.7753  0.1930
H7 -0.5250 -1.0760 0.9985  0.1923
H8 -2.1218 0.6130 -1.0168  0.2018
H9 -2.6940 -0.6687 0.0546  0.2072
H10 -2.1077 0.8443 0.7776  0.2007

---

(6)
The following is a DFT calculation (the ωB97M-V functional and the def2-TZVPD basis) of a structure of composition C19H36AsN2O3RbSi2.

Max |F|, eV/Å: 2.43
Highest occupied orbital energy, Eh: -0.0450
Total charge: -2
Electronic energy, hartree: -3919.81869
Orbital gap, eV: 5.29

Each line ends with the natural charge from an NBO analysis.
Positions of all 64 atoms, in Å:
Rb1 -0.4086 -0.1411 2.1295  0.9363
N1 -0.0711 3.9750 3.8221  -0.8440
C1 0.3748 2.6947 4.4103  -0.2903
C2 -0.6933 1.5880 4.3874  0.5297
O1 -1.5519 1.6587 3.4261  -0.8963
N2 -0.5872 0.7178 5.3459  -0.6211
C3 -1.5685 -0.3652 5.3686  -0.3536
C4 -1.3950 -1.4436 4.2747  0.7400
O2 -0.2181 -1.7671 3.9477  -0.8262
O3 -2.4492 -1.8927 3.7466  -0.7986
H1 -0.8009 4.3392 4.4224  0.3317
H2 -0.5748 3.7256 2.9804  0.3651
H3 0.6820 2.8580 5.4396  0.1921
H4 1.2524 2.3585 3.8539  0.1790
H5 -2.5917 0.0017 5.2849  0.1817
H6 -1.4679 -0.8768 6.3277  0.1794
C5 -1.6738 1.3565 -2.2499  -0.6411
C6 -2.4236 0.8519 -1.0458  -0.0130
C7 -3.0277 1.7352 -0.1539  -0.2038
C8 -3.6530 1.2848 1.0069  -0.0128
C9 -4.2465 2.2523 2.0019  -0.6466
C10 -3.6662 -0.0832 1.2710  -0.2002
C11 -3.0829 -0.9943 0.3901  -0.0084
C12 -3.0963 -2.4765 0.6966  -0.6651
C13 -2.4694 -0.5110 -0.7655  -0.2640
H7 -0.6086 1.4544 -2.0141  0.2538
H8 -2.0436 2.3348 -2.5690  0.1978
H9 -1.7557 0.6636 -3.0921  0.2051
H10 -2.9842 2.8038 -0.3550  0.1869
H11 -4.2813 3.2669 1.5951  0.1909
H12 -3.6203 2.2577 2.9006  0.2815
H13 -5.2620 1.9541 2.2836  0.1957
H14 -4.0904 -0.4483 2.2033  0.2300
H15 -2.8674 -2.6528 1.7498  0.2873
H16 -2.3662 -3.0063 0.0790  0.2016
H17 -4.0840 -2.9023 0.4868  0.1966
H18 -1.9983 -1.2116 -1.4506  0.2046
C14 1.3966 -0.9388 -4.4535  -1.1327
Si1 2.5841 0.3879 -3.8094  1.3462
C15 2.0206 2.0102 -4.5891  -1.1200
C16 4.1959 0.0103 -4.7248  -1.1350
As1 2.7894 0.6381 -1.5465  -0.8659
Si2 2.9573 -1.5853 -1.0323  1.3473
C17 4.0864 -2.5987 -2.1648  -1.1286
C18 1.3529 -2.5788 -0.9593  -1.1320
C19 3.6897 -1.7562 0.6945  -1.1187
H19 1.4299 -1.0118 -5.5514  0.2067
H20 0.3633 -0.7273 -4.1445  0.2268
H21 1.6644 -1.9205 -4.0376  0.2247
H22 1.9167 1.9080 -5.6791  0.2047
H23 2.7569 2.8002 -4.3822  0.2248
H24 1.0614 2.3422 -4.1759  0.2284
H25 4.0614 0.0825 -5.8151  0.2008
H26 4.5493 -1.0026 -4.4820  0.2250
H27 4.9818 0.7124 -4.4175  0.2261
H28 3.6825 -2.6259 -3.1865  0.2181
H29 4.1821 -3.6342 -1.8059  0.2088
H30 5.0850 -2.1458 -2.2201  0.2266
H31 0.6980 -2.3232 -1.8020  0.2279
H32 0.8032 -2.3703 -0.0312  0.2242
H33 1.5448 -3.6599 -0.9860  0.2116
H34 4.5192 -1.0535 0.8382  0.2302
H35 4.0606 -2.7769 0.8640  0.2116
H36 2.9371 -1.5424 1.4632  0.2312

---

(7)
The following is a DFT calculation (the ωB97M-V functional and the def2-TZVPD basis) of a structure of composition C3H4O2.

Max |F|, eV/Å: 0.90
Highest occupied orbital energy, Eh: -0.3928
Electronic energy, hartree: -267.17373
Orbital gap, eV: 11.54

Each line ends with the natural charge from an NBO analysis.
Positions of all 9 atoms, in Å:
O1 2.1019 -0.4961 -0.9740  -0.5364
C1 1.0488 -0.3516 -0.4332  0.7941
C2 0.1329 0.7688 0.0802  -0.5498
C3 -0.8741 -0.3718 0.2278  -0.0735
O2 0.1837 -1.3361 -0.0296  -0.4905
H1 -0.1029 1.6173 -0.5636  0.2374
H2 0.4879 1.1152 1.0552  0.2415
H3 -1.6278 -0.4296 -0.5631  0.1862
H4 -1.3504 -0.5162 1.2003  0.1910

---

(8)
The following is a DFT calculation (the ωB97M-V functional and the def2-TZVPD basis) of a structure of composition C18H37AlN2O3.

Max |F|, eV/Å: 9.89
Highest occupied orbital energy (spin up / spin down), Eh: -0.9331 / -0.9353
⟨S²⟩: 1.843
Total charge: +5
2S+1: 2
Electronic energy, hartree: -1282.80001
Orbital gap (spin up / spin down), eV: 5.49 / 4.38

Each line ends with the natural charge from an NBO analysis.
Positions of all 61 atoms, in Å:
Al1 -1.1178 -5.0558 0.6351  1.0049
O1 -0.2789 -2.3326 0.7581  -0.4477
H1 -0.3708 -1.5467 0.1850  0.4328
C1 -4.5215 -0.3432 -3.4816  -0.6537
C2 -3.8039 0.2003 -2.2763  0.1344
C3 -2.6042 -0.7741 -2.1523  -0.4253
C4 -1.4541 -0.2718 -1.3021  -0.4096
C5 -0.8651 0.9798 -1.9278  -0.4334
C6 -1.9005 2.1492 -2.0702  0.1531
N1 -3.2925 1.6453 -2.5923  0.3328
O2 -4.1586 2.5942 -3.2283  0.3303
C7 -1.4100 3.1356 -3.0851  -0.6654
C8 -2.0851 2.8017 -0.6814  -0.6050
C9 -4.7015 0.1836 -0.9926  -0.5595
H2 -3.8653 -0.2140 -4.3423  0.2568
H3 -5.3122 0.3335 -3.8054  0.2701
H4 -4.9581 -1.3413 -3.4461  0.3191
H5 -2.2043 -1.0038 -3.1399  0.2640
H6 -2.8182 -1.7611 -1.7423  0.2749
H7 -0.7484 -1.0977 -1.2133  0.2058
H8 -1.7573 -0.1853 -0.2588  0.2075
H9 -0.4030 0.8186 -2.9017  0.2744
H10 0.0235 1.3571 -1.4217  0.2728
H11 -2.0460 4.0048 -3.2525  0.2852
H12 -1.3586 2.6847 -4.0762  0.2678
H13 -0.4268 3.5170 -2.8098  0.2992
H14 -2.8066 3.6115 -0.7901  0.2754
H15 -1.2523 3.3381 -0.2267  0.3060
H16 -2.5316 2.0743 -0.0034  0.2244
H17 -5.6736 0.6310 -1.1999  0.2918
H18 -4.1622 0.6508 -0.1686  0.2281
H19 -4.8376 -0.8538 -0.6871  0.2920
C10 0.4463 0.8412 2.0741  -0.5825
C11 1.8307 0.2416 2.4236  0.0906
C12 1.7537 -0.7657 3.6026  -0.2850
C13 3.0376 -1.6038 3.6934  -0.3095
C14 3.2848 -2.4020 2.3964  -0.3975
C15 3.4170 -1.4925 1.1099  0.0945
N2 2.2958 -0.4506 1.1399  0.2753
O3 2.0223 0.2586 -0.1289  -0.1265
C16 3.2783 -2.3670 -0.1370  -0.6580
C17 4.7937 -0.7549 1.1543  -0.6278
C18 2.7371 1.4443 2.7781  -0.5850
H20 0.1040 1.4144 2.9357  0.2862
H21 -0.2430 0.0095 1.9281  0.2143
H22 0.5320 1.5628 1.2617  0.2653
H23 1.0824 -1.5987 3.3936  0.2949
H24 1.5652 -0.3174 4.5781  0.3316
H25 2.8348 -2.4871 4.2990  0.3015
H26 3.9367 -1.0445 3.9519  0.3403
H27 2.5233 -3.1646 2.2328  0.2518
H28 4.2355 -2.9047 2.5741  0.3728
H29 4.0650 -3.1159 -0.2276  0.3001
H30 3.4179 -1.8112 -1.0643  0.2757
H31 2.3694 -2.9634 -0.2170  0.2201
H32 5.0615 -0.1098 1.9911  0.2535
H33 4.8991 -0.0496 0.3299  0.2743
H34 5.5886 -1.4853 1.0040  0.3052
H35 3.7308 1.1032 3.0685  0.2585
H36 2.2486 1.9506 3.6107  0.2891
H37 2.8541 2.1325 1.9409  0.2718